(i)
# C4H10N3S

An isolated ion of composition C4H10N3S and charge +1 (ωB97M-V/def2-TZVPD, OMol25).

Output
HOMO-LUMO gap = 7.72 eV
LUMO level = -4.81 eV

ORCA input file:
```
! RIJCOSX wB97M-V def2-TZVPD def2/J DEFGRID3
* xyz 1 1
C 1.7993 1.1713 -0.3439
C -0.2507 -0.5041 0.7457
C 1.9998 -0.1253 -1.1608
C -2.3489 -0.2814 -0.4398
N 1.7544 1.4084 0.8614
N 1.6127 0.9117 1.9447
N -1.7051 -0.4699 0.8907
S 0.4958 -0.2446 2.2793
H 1.7013 2.1172 -0.9581
H 0.1498 -1.1626 0.1435
H 1.5332 -0.0492 -2.0971
H 1.8087 -1.1592 -0.8052
H 3.1734 -0.1178 -1.2465
H -2.3833 -1.3013 -0.9580
H -3.3227 0.3792 -0.3490
H -1.7811 0.3876 -1.0831
H -2.1220 -1.3290 1.2468
H -2.1146 0.3689 1.3295
*
```

=====

(ii)
# C4H10N3S

An isolated ion of composition C4H10N3S and charge +1 (ωB97M-V/def2-TZVPD, OMol25).

Output
HOMO-LUMO gap (spin up / spin down) = 7.48 / 7.49 eV
LUMO level (spin up / spin down) = -5.54 / -5.54 eV

ORCA input file:
```
! RIJCOSX wB97M-V def2-TZVPD def2/J DEFGRID3
* xyz 1 1
C -0.7632 -1.4028 -0.1926
C -1.6591 -0.2587 -0.6212
C 1.5574 -1.9025 0.4300
C 0.4031 2.6383 0.2084
N 0.9292 0.3227 0.3129
N 0.6386 -0.8781 0.2574
N 0.1362 1.2539 0.1856
S -2.9728 0.0930 0.3455
H -1.0927 -1.9743 0.6171
H -0.3351 -2.0008 -0.9540
H -1.4030 0.1904 -1.6269
H 1.5718 -2.5727 -0.5327
H 2.6240 -1.4998 0.6834
H 1.2681 -2.4921 1.2911
H -0.5504 3.0558 0.6542
H 0.3229 2.8881 -0.9048
H 1.3450 3.1037 0.5491
H -3.3283 1.3589 -0.3720
*
```

=====

Taking the most stable structure as the zero point, the relative energies in hartree are (i) 0.0284; (ii) 0.0000.

=====

(i)
# C2H4INS

A single C2H4INS molecule (ωB97M-V/def2-TZVPD, OMol25).

Output
HOMO-LUMO gap (spin up / spin down) = 7.28 / 7.35 eV
LUMO level (spin up / spin down) = -1.00 / -1.04 eV

ORCA input file:
```
! RIJCOSX wB97M-V def2-TZVPD def2/J DEFGRID3
* xyz 0 1
C 0.0335 0.4670 -0.1317
C 1.3042 -0.1983 0.1062
N -1.0384 -0.5059 -0.2751
S -0.7429 -2.1348 -0.0748
I -2.8825 0.4900 -0.3729
H -0.2034 1.1996 0.8156
H -0.0630 1.2169 -0.8211
H 2.2071 0.5233 -0.0269
H 1.3855 -1.0576 0.7808
*
```

=====

(ii)
# C2H4INS

C2H4INS as an isolated structure (ωB97M-V/def2-TZVPD, OMol25).

Output
HOMO-LUMO gap (spin up / spin down) = 8.61 / 5.96 eV
LUMO level (spin up / spin down) = -0.70 / -2.16 eV

ORCA input file:
```
! RIJCOSX wB97M-V def2-TZVPD def2/J DEFGRID3
* xyz 0 1
C 0.6647 -0.1556 0.6387
C 0.0130 0.5838 -0.5640
N 1.6064 1.0079 0.9303
S 0.9933 2.0430 -0.0124
I 4.0805 -0.1784 -0.1088
H 0.0471 -0.5257 1.4482
H 1.2233 -0.9242 0.2290
H 0.2071 0.1725 -1.5102
H -1.0542 0.7647 -0.2750
*
```

=====

Taking the most stable structure as the zero point, the relative energies in hartree are (i) 0.0397; (ii) 0.0000.

=====

(i)
# C3H6N2O2S

A single C3H6N2O2S molecule (ωB97M-V/def2-TZVPD, OMol25).

Output
HOMO-LUMO gap = 8.56 eV
Structure (SMILES) = NC(=S)NCC(=O)O
LUMO level = -0.22 eV

ORCA input file:
```
! RIJCOSX wB97M-V def2-TZVPD def2/J DEFGRID3
* xyz 0 1
N 1.4387 -0.2537 0.0351
C 0.2752 -1.1653 0.1751
S 0.2715 -2.2285 1.5066
N -0.8613 -0.6918 -0.4636
C -0.7474 0.3798 -1.3815
C -0.3535 1.7441 -0.6936
O 0.0614 2.5053 -1.5539
O -0.4010 1.9323 0.6347
H 1.5414 0.9370 -0.0579
H 2.0390 -0.8501 0.6434
H -1.8453 -1.0573 0.0735
H 0.0678 0.1498 -1.9753
H -1.6519 0.7035 -1.9745
H -0.8662 1.1398 0.9387
*
```

=====

(ii)
# C3H6N2O2S

A single C3H6N2O2S molecule (ωB97M-V/def2-TZVPD, OMol25).

Output
HOMO-LUMO gap = 9.30 eV
LUMO level = 0.18 eV

ORCA input file:
```
! RIJCOSX wB97M-V def2-TZVPD def2/J DEFGRID3
* xyz 0 1
C -1.1101 1.6210 0.7438
C -0.0137 -0.7297 0.5404
C 0.0217 0.2137 -0.7857
N -0.0729 0.0978 1.7080
N -0.9289 1.2197 -0.5578
O -3.2791 2.9854 0.5681
O -0.7064 2.8311 1.1976
S -2.3539 2.5515 1.6034
H -1.0069 -1.0986 0.4415
H 0.9229 -1.3774 0.3425
H 1.0775 0.7652 -0.8708
H -0.1058 -0.2462 -1.7392
H 0.8133 0.6264 1.8740
H -1.7759 0.9353 -1.1871
*
```

=====

Taking the most stable structure as the zero point, the relative energies in hartree are (i) 0.0000; (ii) 0.0995.